A cluster of 12 separate species, C15H55N23O12 in total in a non-equilibrium geometry, computed with wB97M-V/def2-TZVPD.

HOMO energy   -8.694 eV
SMILES string   COC[C@H](C)N.NC(N)=O.NC(N)=O.NC(N)=O.NC(N)=O.NC(N)=O.NC(N)=O.NC(N)=O.NC(N)=O.NC(N)=O.NC(N)=O.NC(N)=O
Net charge   0
Maximum force   9.75 eV/A

Last column: Löwdin charge in e.
Positions of all 105 atoms, in Å:
C 2.3093 -3.6627 3.0019  -0.79
C -3.7169 5.2674 2.1822  -0.10
H 4.0249 -4.0398 -0.8797  0.11
N 3.5439 -3.5591 3.4918  0.17
H 0.5369 -4.1793 3.8024  0.12
C -0.2531 -0.9694 -0.3147  -0.70
H -5.6157 0.6504 1.3051  0.14
O -2.3622 0.9555 -4.1487  0.05
N 5.0924 -2.1644 -0.8160  0.18
H 1.2098 -0.0888 3.8657  0.09
C -2.3079 -3.2726 -4.2367  -0.78
H -1.8143 2.7346 -2.1973  0.07
H -2.6856 0.0209 -1.9416  0.05
H 1.7403 -2.8909 -2.7027  0.05
H 4.0800 3.1524 1.1556  0.13
H -1.4448 5.7948 -0.2752  0.13
H 4.3325 -3.3056 2.9141  0.08
H 1.0344 -5.2577 -0.4872  0.12
H 0.9158 1.7649 0.4448  0.10
O -2.3838 -4.4360 -4.6766  0.00
H 4.1570 -1.2706 3.3387  0.07
H -1.4237 2.1435 2.2504  0.08
H -3.3104 3.4650 0.0196  0.09
H 1.6738 -1.3368 -0.0747  0.11
O -2.9239 -0.7825 2.0863  0.00
C 5.0502 -2.8305 0.2313  -0.81
N -1.6412 -2.8425 -3.2280  0.20
H -1.0370 -3.5610 -2.8552  0.09
H -1.6851 -1.8959 -2.8786  0.08
O 2.1128 3.7381 -0.3041  0.02
H 1.5627 -3.9054 -4.0999  0.11
C -2.6220 4.0753 -0.5651  -0.44
H 2.0816 -1.4094 3.2284  0.07
C -2.0492 5.1448 0.3576  -0.13
O 0.5980 -5.8606 -2.8539  0.09
H -0.8074 -0.1038 4.4801  0.11
H -5.4070 0.4604 -4.0045  0.11
H 5.0581 0.2172 3.5824  0.13
H 1.2838 -0.4386 -1.4672  0.08
H -4.1285 6.0692 2.7953  0.09
N 1.3918 -3.7432 -3.1178  0.14
O 2.0249 -3.5427 1.8596  0.06
H -0.8998 3.6164 2.9661  0.10
C 3.0131 0.0334 -3.1151  -0.78
H -3.0206 -1.3667 -4.7002  0.07
N -3.3965 0.7830 0.7645  0.19
N 4.1876 -0.2632 3.4047  0.21
H 3.9864 -4.5295 0.7859  0.11
C -1.6194 3.0630 -1.1764  -0.04
H 4.2413 -2.1661 -1.3599  0.07
H -1.4255 4.6291 1.0877  0.10
N 3.1788 3.1539 1.6117  0.17
N -0.3044 -1.2817 0.9953  0.20
O 5.7529 -2.5367 1.2063  0.00
H -1.2892 2.2961 -0.4757  0.04
N -3.4697 4.5113 -1.6481  0.03
H -4.1179 3.9026 -2.1272  0.07
H 1.8769 -4.2855 4.9025  0.11
N -4.5321 0.8273 -4.3509  0.17
H 3.1653 2.6102 2.4627  0.05
N 1.9075 0.5138 -3.6348  0.20
N 3.9704 0.8688 -3.1518  0.20
H -1.6076 0.3729 3.0707  0.05
H -0.6841 3.5911 -1.3622  0.07
H 1.6853 1.8283 2.0619  0.08
N 2.0679 -0.4246 3.4523  0.21
C 3.0671 0.3711 3.5256  -0.80
H 3.7285 -3.6639 4.4793  0.12
N -1.0338 0.6546 3.8527  0.16
H -3.8679 5.4358 -1.5652  0.07
H -4.5779 1.3041 -5.2402  0.12
N -1.1208 2.6372 3.0778  0.17
H 0.5076 -1.5719 1.5211  0.07
H 4.5763 0.5458 -2.4110  0.13
N -3.5247 0.0745 -2.5013  0.18
N -3.0270 -2.3672 -4.8382  0.16
N 1.0765 -4.4886 -1.1405  0.16
O -0.1019 2.3372 5.0459  0.05
O 3.0736 -1.0770 -2.6045  -0.01
H -4.1333 1.2600 0.2647  0.11
H -1.2281 -1.2189 1.3989  0.06
N 1.4886 2.2099 1.1477  0.18
H 1.9889 1.3982 -4.1159  0.12
H -3.0388 4.6080 2.7239  0.06
H -5.3061 -0.6638 2.4420  0.14
H 5.5406 -1.2614 -0.7530  0.13
H 1.3315 -3.5472 -0.8780  0.06
H -4.4818 4.5600 1.8619  0.07
H -2.4757 0.6885 0.3603  0.08
C -3.8062 -0.0909 1.5931  -0.80
N 0.9630 -1.0559 -0.7350  0.20
H 3.6733 1.8204 -3.3138  0.13
H -3.4231 -2.7457 -5.6867  0.12
N 1.5102 -4.0016 4.0052  0.17
O -3.0178 5.9455 1.1345  -0.19
O -1.2032 -0.5636 -0.9558  0.01
C -3.4129 0.6919 -3.6769  -0.83
C -0.7146 1.9143 4.0954  -0.77
N -4.9903 0.1307 1.9041  0.21
H 1.0825 -0.0254 -3.8553  0.13
C 2.2659 3.1465 0.7506  -0.83
H -4.4345 -0.2768 -2.2389  0.11
O 2.9409 1.5304 3.7098  0.06
C 0.9758 -4.8366 -2.4063  -0.78
N 4.2678 -3.8599 0.0840  0.18

A structure of composition C35H35ClN2NaO4PSe in a non-equilibrium geometry, computed with wB97M-V/def2-TZVPD.

HOMO energy   -0.728 eV
Net charge   -2
Maximum force   1.25 eV/A

Last column: Löwdin charge in e.
Positions of all 80 atoms, in Å:
C -4.6302 -1.6223 -5.7125  -0.05
H -4.5565 -1.4937 -0.9276  0.04
H 2.5917 1.4444 -2.9067  0.10
C 0.3698 -2.6141 -2.9058  -0.35
H -6.2336 -4.6294 -5.4054  0.06
H -5.3741 -4.0886 -6.8491  0.07
C -3.9301 -0.6901 -4.9551  -0.33
H -3.6242 0.5357 -6.6920  0.06
C -3.7684 -0.8755 -3.5629  -0.64
H -1.7188 2.6526 4.3334  0.08
H -3.0970 -2.3815 -1.2720  0.05
O 4.0557 -4.3326 -2.8227  0.05
C 3.8062 1.5837 1.8073  -0.09
H 5.9152 -0.1197 3.8424  0.09
H -2.0523 -1.1186 6.3677  0.06
H -2.8920 1.4369 0.9642  0.00
C 2.1359 2.0894 -2.1656  -0.08
C 1.7388 -1.8493 0.3009  -0.58
Cl -3.0710 -1.1776 1.6147  0.72
Na -0.9430 -0.2759 0.3795  0.14
H 1.9025 -3.7420 -3.8770  0.16
H -4.6541 -3.2465 -1.2444  0.07
C -4.1581 -2.3146 -1.5272  -0.12
C -4.3289 -2.0357 -2.9911  -0.32
N 0.2929 -2.0850 -1.7048  0.19
C 2.2765 -3.1238 -1.9084  -0.10
P 0.9148 1.6715 1.7212  1.06
H -5.4443 -3.8315 -3.3128  0.10
H -0.1647 3.6728 2.6336  0.02
C -1.9481 1.5923 4.2999  -0.10
C -2.4470 1.8089 1.8789  -0.11
C -5.0254 -2.9452 -3.7840  -0.04
H -1.2661 -3.4491 -4.0104  0.09
C -3.3327 0.5065 -5.6385  -0.13
C -2.1391 -0.5280 5.4655  -0.17
H 1.6127 3.8886 2.5657  0.04
H 3.7052 -3.1247 -0.0339  0.07
C -0.6763 -2.5312 -3.9576  -0.01
H 2.2215 0.6014 -0.6301  0.10
H 3.8320 2.2777 0.9754  0.10
H -1.3416 -1.7043 -3.7132  0.02
O 0.8303 -1.1650 0.8090  -0.10
H -0.2338 -2.3492 -4.9393  0.08
O 2.8732 -2.0849 0.7972  0.00
H -4.7375 -1.4517 -6.7821  0.10
H -1.5267 1.3312 6.3633  0.08
C 3.6155 -3.7471 -1.8463  -0.51
C -2.3723 1.0502 3.0330  -0.41
C -1.8470 0.8423 5.4474  -0.16
C 1.7427 3.3777 -2.5062  -0.10
H 1.8935 3.7456 -3.5137  0.09
C 0.9258 3.7014 -0.2650  -0.09
H 0.8643 2.8577 3.8106  0.03
C -2.6200 -0.3618 3.1116  -0.58
C 1.4703 -2.3832 -1.0749  -0.12
N 1.5539 -3.2529 -3.0697  0.16
C 1.9229 1.6124 -0.8828  -0.09
H -6.8845 -3.3134 -6.3828  0.07
C -5.1929 -2.7620 -5.1491  -0.31
C -2.5198 -1.1124 4.2585  -0.17
O 4.2675 -3.6506 -0.7143  0.11
C 2.5842 1.1419 2.3030  -0.36
C 4.9844 0.2429 3.4222  -0.11
C 3.7696 -0.2022 3.9264  -0.09
H 1.6333 -0.1474 3.7247  0.11
H 5.9432 1.4757 1.9501  0.09
H 0.4309 4.3350 0.4602  0.09
H 0.8037 5.1777 -1.8143  0.09
C 2.5819 0.2357 3.3627  -0.10
C 0.8014 3.1874 2.7737  -0.27
C 1.3246 2.4153 0.0937  -0.36
H -2.2421 0.4879 -5.5645  0.06
C 4.9992 1.1338 2.3590  -0.10
H -2.7337 -2.1736 4.2035  0.09
H -3.6403 1.4280 -5.1414  0.05
C -5.9606 -3.7494 -5.9907  -0.08
H -2.3200 2.8834 1.9535  0.02
H 3.7474 -0.9167 4.7404  0.10
Se -2.7852 0.3784 -2.5215  0.52
C 1.1342 4.1792 -1.5531  -0.10

> Which of these has the lowest HOMO energy?

C15H55N23O12

> What is the formula in the second record?

C35H35ClN2NaO4PSe